{"formula": "C38H105N8O14", "method": "ωB97M-V/def2-TZVPD", "orbital_gap_ev": [4.91, 3.17], "total_charge": 6, "spin_multiplicity": 2, "e_tot_ha": -2999.62586, "symbols": ["C", "C", "C", "O", "C", "N", "H", "H", "H", "H", "H", "H", "H", "H", "H", "H", "H", "H", "C", "C", "C", "O", "C", "N", "H", "H", "H", "H", "H", "H", "H", "H", "H", "H", "H", "H", "C", "C", "C", "O", "C", "N", "H", "H", "H", "H", "H", "H", "H", "H", "H", "H", "H", "H", "C", "C", "C", "O", "C", "N", "H", "H", "H", "H", "H", "H", "H", "H", "H", "H", "H", "H", "C", "C", "C", "O", "C", "N", "H", "H", "H", "H", "H", "H", "H", "H", "H", "H", "H", "H", "C", "C", "C", "O", "C", "N", "H", "H", "H", "H", "H", "H", "H", "H", "H", "H", "H", "H", "C", "C", "C", "O", "C", "N", "H", "H", "H", "H", "H", "H", "H", "H", "H", "H", "H", "H", "C", "C", "C", "O", "C", "N", "H", "H", "H", "H", "H", "H", "H", "H", "H", "H", "H", "H", "C", "C", "O", "O", "H", "H", "H", "C", "C", "O", "O", "H", "H", "H", "C", "C", "O", "O", "H", "H", "H"], "xyz": [[11.711, 8.326, 8.734], [12.881, 7.573, 8.008], [12.712, 7.626, 6.456], [13.539, 6.615, 5.851], [13.250, 6.483, 4.533], [14.197, 8.196, 8.508], [14.168, 9.186, 8.706], [14.421, 7.715, 9.367], [14.973, 7.890, 7.938], [10.765, 7.815, 8.553], [11.559, 9.353, 8.401], [11.921, 8.397, 9.801], [12.935, 6.593, 8.482], [12.861, 8.652, 6.120], [11.698, 7.423, 6.113], [12.192, 6.242, 4.422], [13.894, 5.784, 4.000], [13.397, 7.405, 3.971], [15.415, 4.577, 7.442], [14.895, 3.343, 8.129], [13.382, 3.048, 7.735], [13.236, 3.014, 6.281], [11.944, 2.659, 5.692], [15.764, 2.096, 8.036], [16.691, 2.387, 8.312], [15.404, 1.323, 8.578], [15.895, 1.892, 7.055], [15.237, 4.425, 6.377], [16.498, 4.546, 7.554], [15.079, 5.460, 7.985], [14.976, 3.556, 9.195], [12.848, 3.900, 8.156], [12.991, 2.205, 8.305], [11.986, 2.531, 4.611], [11.269, 3.505, 5.825], [11.423, 1.783, 6.079], [21.064, 1.860, 4.335], [20.797, 0.466, 5.063], [21.999, 0.041, 5.958], [23.203, 0.451, 5.375], [24.393, 0.213, 6.145], [19.519, 0.643, 5.845], [19.580, 1.328, 6.584], [18.701, 0.780, 5.269], [19.275, -0.201, 6.344], [21.326, 2.658, 5.030], [20.215, 2.177, 3.729], [21.882, 1.621, 3.656], [20.630, -0.339, 4.347], [21.922, -1.028, 6.155], [22.029, 0.524, 6.935], [24.365, -0.793, 6.564], [24.455, 0.847, 7.029], [25.328, 0.454, 5.638], [17.573, -1.524, 3.122], [16.841, -1.834, 1.780], [16.906, -0.724, 0.775], [16.716, -1.140, -0.556], [15.381, -1.473, -0.882], [17.528, -3.085, 1.182], [17.388, -3.946, 1.691], [17.154, -3.341, 0.280], [18.490, -2.988, 0.893], [18.651, -1.442, 2.985], [17.488, -2.485, 3.630], [17.074, -0.769, 3.729], [15.798, -2.037, 2.026], [17.911, -0.323, 0.902], [16.320, 0.187, 0.899], [15.116, -2.373, -0.327], [15.312, -1.799, -1.920], [14.610, -0.727, -0.693], [15.727, -4.654, 5.561], [15.012, -3.342, 6.073], [13.911, -2.780, 5.201], [13.090, -1.699, 5.605], [13.677, -0.376, 5.717], [14.587, -3.537, 7.565], [14.238, -2.739, 8.078], [13.897, -4.273, 7.606], [15.345, -3.991, 8.054], [16.677, -4.950, 6.008], [15.827, -4.600, 4.477], [15.049, -5.479, 5.778], [15.840, -2.642, 6.187], [13.266, -3.597, 4.876], [14.404, -2.564, 4.253], [14.621, -0.369, 6.263], [13.026, 0.303, 6.268], [13.892, 0.137, 4.779], [19.309, 0.932, -3.955], [18.437, 2.205, -3.658], [17.768, 2.238, -2.280], [17.104, 3.465, -2.100], [16.813, 3.708, -0.709], [19.451, 3.400, -3.682], [20.365, 2.994, -3.542], [19.516, 3.885, -4.565], [19.349, 4.043, -2.910], [20.105, 0.789, -3.223], [19.713, 1.027, -4.962], [18.619, 0.091, -4.029], [17.678, 2.498, -4.384], [18.456, 1.840, -1.534], [17.001, 1.468, -2.365], [15.931, 3.112, -0.478], [16.437, 4.701, -0.460], [17.536, 3.347, 0.023], [17.285, 5.871, 2.046], [18.641, 5.577, 2.868], [18.444, 5.409, 4.393], [19.692, 5.150, 5.051], [19.628, 4.798, 6.419], [19.264, 4.375, 2.277], [19.303, 4.343, 1.268], [20.229, 4.315, 2.568], [18.877, 3.496, 2.589], [16.689, 4.961, 1.968], [17.572, 6.226, 1.057], [16.552, 6.617, 2.355], [19.293, 6.433, 2.694], [17.734, 4.606, 4.591], [18.003, 6.307, 4.827], [18.788, 4.176, 6.725], [19.714, 5.711, 7.009], [20.469, 4.151, 6.669], [11.117, 1.033, 2.203], [12.127, 2.056, 1.620], [12.992, 1.308, 0.640], [12.138, 0.505, -0.278], [12.429, 0.743, -1.669], [11.338, 3.173, 0.839], [10.839, 2.868, 0.015], [10.723, 3.674, 1.463], [11.966, 3.908, 0.549], [10.485, 0.427, 1.555], [10.497, 1.520, 2.956], [11.634, 0.282, 2.800], [12.809, 2.581, 2.290], [13.777, 0.773, 1.175], [13.555, 2.060, 0.087], [12.404, 1.784, -1.992], [11.612, 0.275, -2.218], [13.449, 0.407, -1.860], [15.458, 2.891, 3.469], [16.748, 2.059, 3.782], [16.897, 1.672, 4.926], [17.614, 1.961, 2.884], [15.358, 3.849, 3.980], [14.719, 2.106, 3.628], [15.414, 3.201, 2.425], [13.050, 7.284, 0.070], [13.435, 5.779, -0.018], [14.074, 5.316, 0.962], [13.012, 5.168, -1.013], [12.431, 7.640, 0.894], [12.449, 7.710, -0.732], [14.033, 7.752, 0.118], [20.718, 1.026, 0.813], [21.257, 2.303, 0.251], [22.492, 2.392, 0.300], [20.530, 3.097, -0.291], [21.299, 0.743, 1.691], [20.817, 0.257, 0.047], [19.663, 1.153, 1.053]], "forces_ev_per_a": [[0.71, -0.12, -0.39], [-1.74, 1.20, 0.12], [0.53, -1.09, 0.87], [0.83, 1.15, 2.89], [-0.58, 0.37, -2.66], [-0.27, -1.41, -0.17], [0.10, 0.65, -0.31], [-0.21, 0.27, 0.90], [0.37, 0.71, -0.88], [0.15, -0.15, 0.19], [0.26, 0.03, -0.33], [-0.20, -0.26, 0.10], [-0.17, -0.33, -0.77], [0.71, 0.12, -0.26], [-0.43, -0.13, 0.72], [-0.17, -0.40, -0.34], [-0.09, -0.40, 0.43], [-0.01, 0.37, 0.00], [1.52, -1.65, -0.49], [-2.36, -0.14, 1.08], [0.71, 0.78, -0.67], [0.26, -1.19, 0.91], [-0.40, 1.07, 0.63], [0.16, 1.68, -1.22], [0.43, -0.22, 0.75], [-0.05, -0.21, 0.17], [-0.22, -0.77, -1.13], [-0.43, 1.08, 0.00], [0.33, 0.37, 0.06], [-0.38, -0.15, -0.72], [-0.69, -0.17, 0.19], [-0.19, 0.23, -0.15], [-0.04, -0.56, -0.45], [0.92, -0.01, 0.10], [-0.10, 0.06, 0.22], [0.46, -0.15, 0.48], [-0.03, -1.80, 0.12], [1.07, 2.12, -0.49], [0.53, 0.71, 0.61], [-0.03, -0.10, -1.28], [-0.17, -0.17, 1.37], [0.65, -1.57, 0.67], [0.23, 0.77, -0.12], [-0.94, 1.18, -0.88], [0.27, -0.73, 0.35], [0.22, -0.20, 0.01], [-0.28, -0.28, 0.19], [0.25, 0.51, 0.23], [-0.27, 0.22, -0.11], [0.25, -0.38, -0.14], [-0.91, 0.23, 0.49], [0.34, -0.27, -0.46], [-0.55, 0.42, 0.13], [-0.55, -0.39, -0.76], [-0.55, -1.73, -0.81], [0.17, 0.29, 1.26], [0.97, 0.96, -1.18], [0.71, 0.12, -0.15], [-0.54, -1.22, -0.05], [-1.17, 0.28, -0.67], [0.27, -0.20, 0.84], [-0.97, 0.36, -0.84], [0.89, 0.43, 0.67], [-0.05, 0.80, -0.09], [-0.10, -0.02, 0.66], [0.32, 0.25, -0.33], [0.09, -0.83, -0.26], [0.40, 0.00, -0.68], [-0.66, -0.33, 1.04], [-0.43, -0.17, 0.26], [0.34, 0.40, -0.07], [0.38, 0.35, 0.18], [-1.90, 0.22, 0.30], [2.02, 0.25, 1.42], [-0.37, -0.20, -1.25], [0.80, 0.51, 0.74], [0.19, -0.43, 0.13], [0.11, -1.31, -1.43], [-0.12, 0.43, -0.03], [-1.02, -0.23, -0.02], [0.72, 0.26, 0.50], [0.05, 0.67, 0.19], [0.02, 0.02, 0.07], [-0.06, -0.27, -0.31], [-0.20, 0.52, -0.04], [-0.55, 0.02, 0.50], [0.39, 0.41, -0.19], [0.32, -0.36, 0.15], [-0.39, -0.56, -0.04], [-0.15, -0.44, -0.47], [-1.80, 1.08, -0.63], [1.20, 0.78, 0.63], [-0.84, -1.14, -1.47], [1.68, 0.65, 1.40], [-1.72, -0.87, -0.05], [0.25, -1.11, 0.21], [0.56, -0.16, -0.01], [-0.35, 0.41, -0.41], [-0.65, 0.56, 0.15], [-0.16, -0.06, 0.05], [0.28, 0.02, 0.08], [0.25, -0.22, 0.34], [0.20, -0.48, -0.27], [0.23, 0.85, 0.59], [-0.20, -0.41, 0.10], [-0.31, -0.27, 0.10], [0.53, 0.26, -0.72], [0.78, 0.18, -0.37], [0.95, -0.66, 0.40], [-2.35, 1.81, 0.20], [0.39, -0.07, 0.12], [-0.43, -0.79, -1.02], [0.59, 0.20, 0.09], [1.16, -0.05, 0.34], [-0.29, 0.26, -0.74], [0.66, 0.28, 0.27], [-1.24, -0.75, 0.22], [0.13, -0.11, -0.21], [0.08, -0.30, -0.11], [0.55, 0.19, 0.82], [0.28, -0.26, 0.01], [-0.09, -0.42, -0.02], [-0.07, 0.31, -0.36], [-0.78, 0.26, -0.34], [-0.24, -0.15, 0.31], [0.46, 0.33, -0.23], [0.20, 0.71, 1.62], [-1.66, -1.07, -1.56], [-0.68, 0.39, -2.10], [1.50, 1.52, 1.44], [-0.14, 0.20, 0.24], [1.04, -0.60, 1.47], [-0.28, -0.47, -0.28], [-0.73, -0.19, 0.24], [1.25, 0.66, -0.94], [0.23, 0.69, -0.58], [-0.38, 0.11, -0.14], [0.51, 0.00, -0.05], [-0.51, 0.09, 0.35], [-0.32, -0.78, 0.16], [0.01, 0.09, -0.50], [-0.06, 0.41, 0.53], [0.54, -0.51, -0.09], [-0.27, -0.40, -0.58], [0.95, -1.18, -0.97], [-0.37, 3.40, -2.67], [0.30, -1.88, 3.87], [0.56, -0.42, -0.58], [-0.19, -0.53, 0.79], [-0.86, 0.72, 0.39], [0.08, -0.32, -0.21], [0.37, 0.22, -0.23], [-1.98, 1.52, -0.13], [0.65, -0.90, 0.81], [0.06, -1.15, 0.24], [0.45, -0.66, 0.83], [0.57, -0.57, -0.69], [-0.20, 0.64, 0.05], [0.27, -0.68, 0.59], [-2.49, -1.38, -0.29], [3.01, 0.45, 0.25], [-0.86, 1.75, -0.60], [-0.13, -0.32, -0.05], [0.13, -0.05, 0.02], [0.05, 0.23, 0.08]], "mulliken_charge": [-1.585, 0.509, -0.965, 0.030, -0.640, -0.180, 0.362, 0.391, 0.256, 0.415, 0.419, 0.452, 0.031, 0.458, 0.508, 0.393, -0.280, 0.452, -0.441, -0.290, -0.916, 0.284, -1.088, 0.064, 0.453, 0.421, -0.269, 0.005, 0.493, -0.175, 0.548, 0.327, 0.494, 0.081, 0.376, 0.517, -0.908, 0.496, -0.904, -0.323, -0.817, 0.156, 0.448, -0.225, 0.512, 0.533, -0.168, 0.534, -0.099, 0.477, 0.440, 0.326, 0.344, 0.293, -1.028, 0.134, 0.543, -0.475, -0.381, -0.087, 0.362, 0.398, 0.370, 0.402, 0.495, -0.140, 0.154, -0.637, 0.231, 0.331, 0.439, -0.158, -1.505, 0.372, -0.327, -0.448, -0.275, -0.169, 0.295, 0.387, 0.374, 0.421, 0.342, 0.502, 0.059, 0.450, 0.008, 0.156, 0.135, 0.048, -1.397, -0.148, 0.002, -0.460, -0.373, -0.193, 0.379, 0.354, 0.255, 0.427, 0.450, 0.356, 0.440, -0.122, 0.324, 0.236, 0.307, 0.074, -0.739, -0.112, -0.051, -0.357, -0.634, 0.586, 0.313, 0.658, -0.985, -0.428, 0.509, 0.553, 0.530, -0.361, 0.667, 0.075, 0.349, 0.308, -1.468, 1.311, -0.816, -0.495, -0.563, 0.096, 0.403, 0.459, -0.361, 0.396, 0.492, 0.310, -0.645, 0.277, 0.653, 0.322, 0.330, 0.128, 1.727, 0.643, -0.129, -0.923, -0.509, -1.164, -0.291, -1.174, 0.488, -0.160, -0.707, 0.207, 0.357, 0.259, -0.401, 0.597, -0.235, -0.542, 0.281, 0.521, -0.269]}